Below is the molecule CH2BrN, with properties calculated with ωB97M-V with the def2-TZVPD basis set.

```
5
Properties=species:S:1:pos:R:3:lowdin_charge:R:1
H 0.7759 -1.4180 -0.8038 0.1156
N 0.3665 -0.4327 -0.7217 0.0112
C -0.0416 0.0972 0.2898 -0.4929
Br -0.7925 2.1682 0.0066 0.2938
H -0.3084 -0.4147 1.2292 0.0723
```

Calculated values
Energy above the lowest of the compared OMol25 structures with the same formula, charge and spin in kJ/mol: 72.68
E_HOMO in eV: -10.12
Net charge: 0
DFT total energy in Eh: -2668.01953
Largest force on an atom in eV/Å: 2.6

---

Below is a cluster of 2 separate species, C2H4F2N3O in total, with properties calculated with ωB97M-V with the def2-TZVPD basis set.

```
12
Properties=species:S:1:pos:R:3:lowdin_charge:R:1
C 0.1144 0.4963 -0.4999 -0.0700
C 0.8339 1.5634 -2.7605 -0.5672
N 1.1776 -0.1187 -0.0463 -0.0465
N 1.0570 -1.4088 -0.0569 0.1558
N -1.1376 0.3453 -0.6399 0.2548
O 1.9142 1.8039 -2.4898 0.2721
F 0.3026 0.5372 -3.3601 0.1996
F -0.3332 2.2269 -2.3784 0.0814
H 2.0820 0.4338 0.0785 0.2233
H 1.9832 -1.9171 -0.3402 0.1515
H -1.5528 0.7206 -1.4620 0.1279
H -1.5323 -0.3023 0.1417 0.2172
```

Calculated values
Energy above the lowest of the compared OMol25 structures with the same formula, charge and spin in kJ/mol: 211.71
E_HOMO (spin up / spin down) in eV: -15.15 / -15.06
Net charge: +1
DFT total energy in Eh: -517.41403
Largest force on an atom in eV/Å: 4.9

---

Below is a cluster of 2 separate species, C3H11N2 in total, with properties calculated with ωB97M-V with the def2-TZVPD basis set.

```
16
Properties=species:S:1:pos:R:3:lowdin_charge:R:1
C 1.1478 2.2039 0.1967 0.2722
N 0.8634 1.4784 1.2926 0.2873
H 0.9643 3.3251 -0.0921 0.2105
H 1.8364 1.6786 -0.5265 0.1681
H 0.5385 0.0935 0.4457 0.0996
H 1.6249 1.3073 1.8719 0.1395
C -0.9328 -0.3536 -1.4865 0.1239
N 0.0165 -0.7361 -0.1165 -0.0500
C -0.7543 -1.6382 0.8016 0.0043
H -1.6963 0.2017 -0.9421 0.0871
H -1.2881 -1.2836 -2.0082 0.1286
H -0.3419 0.3766 -2.0901 0.0920
H 0.8735 -1.1838 -0.2862 0.1246
H -1.5440 -1.0489 1.1266 0.0789
H -1.1628 -2.4832 0.2039 0.1356
H -0.1450 -1.9380 1.6091 0.0977
```

Calculated values
Energy above the lowest of the compared OMol25 structures with the same formula, charge and spin in kJ/mol: 474.38
E_HOMO (spin up / spin down) in eV: -21.80 / -21.89
Multiplicity: 2
Net charge: +2
DFT total energy in Eh: -229.51917
Largest force on an atom in eV/Å: 6.8

---

Below is a cluster of 12 separate species, C57H118O36 in total, with properties calculated with ωB97M-V with the def2-TZVPD basis set.

```
211
Properties=species:S:1:pos:R:3:lowdin_charge:R:1
C -1.0777 2.3899 -2.0203 -0.0505
O -0.2382 2.7103 -0.8641 -0.1973
C 0.0112 4.0909 -0.7089 -0.2204
C 1.1339 4.5484 -1.5759 -0.1562
O 2.2918 3.7815 -1.1577 -0.1453
C 3.5586 4.2468 -1.5627 -0.1937
C 4.0252 5.5537 -0.9895 -0.2070
O 4.1910 5.4158 0.4065 -0.1939
C 4.4804 6.6613 1.0295 -0.0918
H -2.0110 2.9145 -1.8811 0.0914
H -1.1683 1.3028 -2.0226 0.0640
H -0.6663 2.6594 -2.9707 0.0680
H 0.1540 4.2929 0.3312 0.1223
H -0.8896 4.6919 -0.9644 0.1288
H 1.2123 5.6454 -1.4803 0.1298
H 0.8693 4.3677 -2.6365 0.1270
H 3.5452 4.3463 -2.6594 0.1222
H 4.2940 3.4807 -1.3059 0.1295
H 3.3339 6.3861 -1.1762 0.1196
H 5.0104 5.7574 -1.3910 0.1285
H 3.7055 7.3233 0.7578 0.0629
H 5.4769 7.0378 0.7542 0.0939
H 4.4056 6.5292 2.1365 0.1025
C -4.0094 2.7193 0.8682 -0.0779
O -4.2554 4.0236 1.3708 -0.1659
C -3.1546 4.7644 1.8136 -0.2375
C -3.5774 5.9594 2.5281 -0.2090
O -4.0801 6.9139 1.6329 -0.0847
C -4.8118 8.0166 2.0254 -0.2338
C -3.9412 9.0774 2.4962 -0.2560
O -3.2384 8.7079 3.6167 -0.1811
C -4.0525 8.5816 4.7679 -0.0964
H -3.9781 2.0888 1.7467 0.0744
H -3.0446 2.5857 0.4017 0.0564
H -4.7744 2.3386 0.1651 0.1020
H -2.5229 4.9786 0.9144 0.1336
H -2.5722 4.1556 2.5277 0.1361
H -2.7147 6.2765 3.0962 0.1286
H -4.3585 5.5082 3.1411 0.1422
H -5.5963 7.7557 2.7141 0.1230
H -5.3253 8.4085 1.1404 0.1386
H -4.5423 9.9740 2.6746 0.1293
H -3.1026 9.2550 1.8192 0.1435
H -3.4309 8.5067 5.6509 0.0855
H -4.6807 7.6967 4.7091 0.0767
H -4.6691 9.4895 4.9192 0.0987
C 5.5995 3.7625 -5.2950 -0.1362
O 4.3611 3.3487 -5.7413 -0.1910
C 4.3621 2.1445 -6.4701 -0.2125
C 3.9915 1.0046 -5.6125 -0.1885
O 2.6019 1.0938 -5.2944 -0.1320
C 2.3023 1.7252 -4.0823 -0.1778
C 2.0850 0.7385 -2.9523 -0.1973
O 3.1566 -0.1505 -2.8730 -0.1781
C 3.0161 -1.3851 -2.1811 -0.0633
H 5.9816 3.1673 -4.5024 0.0681
H 5.4072 4.7977 -4.9771 0.0924
H 6.4047 3.8244 -6.1168 0.1128
H 5.3311 2.0271 -6.9627 0.1266
H 3.5564 2.2138 -7.2037 0.1328
H 4.6718 0.9383 -4.7357 0.1376
H 4.0750 0.0741 -6.1623 0.1297
H 1.4059 2.3266 -4.2636 0.1248
H 3.1345 2.4049 -3.8612 0.1083
H 1.1219 0.2445 -2.9783 0.1058
H 2.0262 1.3483 -2.0329 0.1170
H 2.1697 -1.9386 -2.5772 0.0773
H 2.7830 -1.1867 -1.0995 0.0993
H 3.9465 -1.8635 -2.2750 0.0639
C -5.1102 -4.4025 5.2380 -0.1115
O -4.2535 -3.3822 4.7687 -0.1884
C -3.1015 -3.7583 4.0105 -0.1951
C -3.4238 -4.6128 2.8025 -0.1785
O -4.5283 -4.0576 2.0715 -0.1200
C -4.5944 -4.4629 0.7515 -0.2242
C -5.8097 -3.8510 0.1005 -0.1900
O -5.4788 -2.5084 -0.1551 -0.2362
C -6.5449 -1.7390 -0.6173 -0.0857
H -4.6542 -5.2551 5.7535 0.0894
H -5.6629 -4.8727 4.3958 0.0879
H -5.9204 -3.9373 5.8029 0.0883
H -2.3663 -4.3825 4.5760 0.1345
H -2.6724 -2.7780 3.7954 0.0967
H -3.6038 -5.6839 3.0511 0.1360
H -2.5062 -4.6667 2.1674 0.1283
H -4.5706 -5.5761 0.6822 0.1396
H -3.7029 -4.1128 0.2315 0.0982
H -6.6623 -3.8711 0.7989 0.1399
H -5.9239 -4.3736 -0.8693 0.1351
H -7.0473 -2.2395 -1.4283 0.0917
H -6.0520 -0.7960 -0.7922 0.0723
H -7.2837 -1.6284 0.2478 0.1169
C -2.3584 2.0923 -6.3055 -0.0908
O -1.4301 1.2443 -5.6144 -0.1867
C -1.0220 0.2119 -6.4876 -0.2055
C -0.2052 -0.8700 -5.7829 -0.1615
O -1.1396 -1.6992 -5.0845 -0.1458
C -0.4294 -2.5565 -4.1790 -0.1567
C -1.3559 -3.6480 -3.6780 -0.1908
O -2.1384 -3.0699 -2.6665 -0.1933
C -3.3112 -3.9062 -2.4625 -0.0496
H -2.7404 2.7756 -5.5790 0.0737
H -3.2644 1.5693 -6.7032 0.1028
H -1.8725 2.6737 -7.0877 0.0892
H -0.3520 0.5021 -7.2688 0.1210
H -1.8874 -0.3486 -6.8262 0.1183
H 0.5034 -0.3828 -5.1380 0.1005
H 0.3601 -1.4933 -6.4904 0.1377
H -0.0232 -1.9855 -3.3584 0.1036
H 0.2979 -3.0232 -4.8169 0.1259
H -0.7398 -4.4512 -3.3085 0.1167
H -1.9468 -3.8700 -4.5552 0.1315
H -3.9721 -3.3991 -1.7603 0.0713
H -2.9889 -4.8668 -2.0699 0.0790
H -3.9543 -4.1504 -3.3348 0.1042
C 4.8437 -3.6445 4.3874 -0.0332
O 3.9248 -4.7159 4.0282 -0.2060
C 2.8431 -5.0217 4.7926 -0.2360
C 1.7873 -3.9115 4.8781 -0.1725
O 1.3780 -3.5183 3.5945 -0.1421
C 0.4449 -2.4869 3.4971 -0.1757
C 1.0428 -1.1228 3.6081 -0.2052
O 1.2923 -0.7645 4.9508 -0.1882
C 1.9552 0.4848 5.0684 -0.0734
H 4.4402 -2.6991 4.0143 0.0827
H 5.7660 -3.9376 3.9355 0.0882
H 4.8555 -3.5828 5.4613 0.0853
H 3.0105 -5.3140 5.8602 0.1356
H 2.5093 -5.9210 4.2976 0.1210
H 2.1467 -3.0425 5.4162 0.1161
H 0.9595 -4.3017 5.4732 0.1263
H -0.4026 -2.6256 4.1803 0.1113
H 0.0617 -2.6273 2.4841 0.1269
H 0.2303 -0.5012 3.2277 0.1108
H 1.9011 -1.0349 2.9562 0.1183
H 2.8783 0.4591 4.4427 0.0937
H 2.1492 0.7090 6.1001 0.0811
H 1.3055 1.2630 4.6181 0.0942
C 1.6734 1.4171 1.3432 -0.0717
O 3.0051 1.2458 1.8561 -0.1958
C 3.7587 2.4263 1.7129 -0.2111
C 5.2241 2.1869 1.9195 -0.1632
O 5.8732 1.9128 0.6716 -0.1358
C 5.5775 0.6142 0.1501 -0.2055
C 6.4668 0.0770 -0.9021 -0.2116
O 7.7800 -0.2299 -0.4365 -0.1554
C 8.4479 -1.0129 -1.3519 -0.1455
H 1.6142 1.8134 0.3530 0.0577
H 1.0815 1.9516 2.0754 0.0927
H 1.2495 0.4161 1.2879 0.0658
H 3.4196 3.0856 2.4880 0.1244
H 3.6272 2.8567 0.7527 0.0891
H 5.5050 1.4129 2.6799 0.1403
H 5.7357 3.1258 2.1508 0.1265
H 4.5840 0.6279 -0.3165 0.1201
H 5.5808 -0.1170 0.9719 0.1357
H 6.4758 0.8519 -1.7072 0.1385
H 5.8977 -0.7985 -1.3279 0.1342
H 9.4730 -1.1528 -1.0134 0.0901
H 8.4313 -0.5217 -2.3265 0.0858
H 7.9920 -1.9867 -1.4901 0.0837
O -6.3873 0.9486 -2.7383 0.1633
C -5.4701 0.3493 -3.1698 -0.6477
O -5.3870 -0.4127 -4.2594 0.0679
C -4.0486 -1.0503 -4.3938 -0.0391
C -3.3038 -0.2842 -3.3291 -0.0971
O -4.3747 0.1694 -2.4340 0.0419
H -4.0595 -2.1390 -4.2441 0.1154
H -3.6422 -0.7077 -5.3620 0.1179
H -2.7783 0.5530 -3.7563 0.1041
H -2.5540 -0.8774 -2.8557 0.0970
O -3.4866 -7.7519 -0.9937 0.1672
C -2.3684 -7.3990 -1.0752 -0.6104
O -1.8502 -6.4133 -0.2480 -0.0008
C -0.4995 -6.0582 -0.7106 -0.0544
C -0.1448 -7.3857 -1.4940 -0.0683
O -1.4201 -7.9348 -1.8173 0.0746
H -0.6405 -5.1451 -1.2813 0.0898
H 0.1134 -5.8829 0.1670 0.1016
H 0.3675 -8.0792 -0.8345 0.1298
H 0.4350 -7.2026 -2.3764 0.1235
O 3.9423 -4.7540 -1.8734 0.1760
C 3.4877 -4.5435 -0.8206 -0.5879
O 2.5306 -5.2331 -0.2079 0.0472
C 2.3393 -4.7802 1.1810 -0.0801
C 3.0758 -3.4410 1.1665 -0.0888
O 3.9199 -3.4724 -0.0269 0.0197
H 1.3260 -4.5343 1.4302 0.0915
H 2.6574 -5.6274 1.7999 0.1327
H 3.7237 -3.4321 2.0462 0.1037
H 2.3694 -2.6185 1.0391 0.1169
O -2.0809 1.0793 3.4426 0.1455
C -2.1406 0.4889 4.4739 -0.5552
O -1.9497 -0.8184 4.6687 0.0112
C -1.9849 -1.1626 6.0568 -0.1151
C -2.6292 0.0075 6.7315 -0.0476
O -2.5510 1.0732 5.6598 0.0350
H -2.5421 -2.0949 6.2079 0.1266
H -0.9283 -1.2960 6.3526 0.1345
H -2.0632 0.5258 7.5298 0.1377
H -3.6585 -0.0841 7.0259 0.1215
O 0.1003 -2.7996 -0.8668 0.1301
C -0.7011 -2.0239 -0.4307 -0.5837
O -0.7646 -0.6898 -0.7954 0.0197
C -1.6690 0.0143 0.0906 -0.1147
C -2.4562 -1.0986 0.6647 -0.0438
O -1.6143 -2.2772 0.4656 0.0665
H -0.9530 0.6328 0.6462 0.1237
H -2.2771 0.6767 -0.4975 0.0908
H -3.4118 -1.3564 0.1441 0.1382
H -2.6565 -0.9783 1.7251 0.1238
```

Calculated values
Energy above the lowest of the compared OMol25 structures with the same formula, charge and spin in kJ/mol: 0.00
E_HOMO in eV: -9.13
Net charge: 0
DFT total energy in Eh: -4950.84954
Largest force on an atom in eV/Å: 3.3